1.
Computed, not measured: a molecular structure, H14NaO7, with ωB97M-V with the def2-TZVPD basis set.

Structure (XYZ):
```
22
Properties=species:S:1:pos:R:3:forces:R:3:nbo_charge:R:1
Na -0.0785 0.2051 -0.4824 -0.038 -0.090 -0.135 0.951
O 0.2201 -2.2993 -0.9852 -0.194 0.564 -0.033 -0.956
O -1.6352 2.1880 -0.3742 0.394 -0.371 -0.055 -0.971
O -2.1924 -1.1626 0.4947 0.505 0.287 -0.133 -0.953
O 0.7765 -2.2080 2.1633 0.140 -0.281 -0.073 -0.934
O 0.2488 0.6760 1.8937 -0.303 -0.143 -0.373 -0.994
O 0.9889 0.6382 -2.8089 -0.325 0.008 0.486 -0.968
O 2.1361 1.9495 0.0994 -0.340 -0.339 0.031 -0.973
H 1.7643 1.1886 -2.9189 0.237 0.189 -0.013 0.487
H 1.1280 -0.0949 -3.4084 -0.042 -0.254 -0.198 0.490
H -2.0983 2.0927 0.4581 -0.084 0.017 0.360 0.487
H 0.4587 -1.3559 1.8647 -0.020 0.457 0.171 0.471
H 1.0385 1.1996 1.7578 0.593 0.298 -0.192 0.506
H -2.0450 -2.1069 0.4426 -0.170 -0.249 0.254 0.469
H 3.0098 2.3104 0.2498 0.375 -0.007 0.100 0.499
H 1.6811 2.6244 -0.4044 -0.192 0.365 -0.094 0.484
H -0.1275 1.0157 2.7057 -0.243 -0.109 0.282 0.499
H -0.6089 -2.7090 -0.7377 -0.042 -0.191 -0.091 0.466
H -3.0871 -1.0414 0.1768 -0.355 0.080 -0.080 0.491
H -0.0096 -2.7512 2.2194 -0.098 -0.235 0.181 0.457
H 0.6949 -2.9840 -1.4564 0.312 -0.153 -0.088 0.497
H -2.2631 2.6250 -0.9495 -0.109 0.160 -0.306 0.494
```
Positions in Å, forces in eV/Å.

Calculated values
total charge	+1
frontier orbital gap	10.648	eV
HOMO level	-0.50776	Eh
ΔE to the lowest compared entry with this formula, charge and spin	0.598	eV

***

2.
Computed, not measured: 7 unconnected molecules or ions with the total composition H14O6S at a distorted geometry, with ωB97M-V with the def2-TZVPD basis set.

Structure (XYZ):
```
21
Properties=species:S:1:pos:R:3:forces:R:3:nbo_charge:R:1
S 4.0460 -1.9476 -3.7920 0.983 -0.213 0.447 -0.523
O -1.2843 -1.9051 -1.3888 0.764 -0.398 -0.571 -1.020
O -1.7075 1.2138 3.2391 0.603 0.777 -0.514 -1.008
O 0.8739 1.7453 1.9502 0.239 0.221 -0.746 -0.989
O -1.9727 1.8326 -1.1383 -0.764 0.241 0.221 -0.999
O 1.1152 -0.4482 -0.2458 -0.471 -0.763 0.003 -1.219
O -2.0329 -0.5156 1.1695 -0.141 0.279 0.504 -0.972
H -1.4480 2.5021 -1.5746 0.296 0.123 -0.098 0.458
H -1.6177 0.5116 2.5600 -0.580 -0.249 0.239 0.506
H -1.4073 1.0677 -1.0723 0.585 -0.543 -0.197 0.476
H 0.9819 0.3299 0.2983 0.282 0.644 0.265 0.475
H -1.1942 -0.6866 0.7256 0.029 -0.174 -0.503 0.502
H -2.5004 0.1579 0.6540 0.259 -0.193 -0.112 0.487
H -1.5588 -2.2570 -2.2423 -0.547 0.051 -0.064 0.444
H -0.3179 -2.0124 -1.5082 -0.198 0.500 0.643 0.466
H -2.0483 0.8542 4.0470 -0.165 -0.520 0.332 0.468
H 1.7819 -0.2360 -0.9201 0.094 0.180 -0.066 0.347
H 0.0472 1.7413 2.4195 -1.122 0.158 0.336 0.487
H 3.5834 -1.2366 -2.7483 -0.479 0.266 0.125 0.043
H 1.4659 1.4444 2.6259 0.854 -0.341 0.381 0.456
H 5.1948 -2.1557 -3.0585 -0.522 -0.044 -0.625 0.114
```
Positions in Å, forces in eV/Å.

Calculated values
total charge	-1
⟨S²⟩	0.7505
multiplicity	2
frontier orbital gap (alpha / beta)	2.759 / 9.475	eV
HOMO level (alpha / beta)	0.01460 / -0.23424	Eh
ΔE to the lowest compared entry with this formula, charge and spin	0.086	eV

***

3.
Computed, not measured: 7 unconnected molecules or ions with the total composition H14O6S at a distorted geometry, with ωB97M-V with the def2-TZVPD basis set.

Structure (XYZ):
```
21
Properties=species:S:1:pos:R:3:forces:R:3:nbo_charge:R:1
S -4.2185 -0.1072 0.3617 0.840 -0.494 -0.287 0.512
O 0.4255 2.2567 -0.2002 -3.198 0.432 -0.559 -0.936
O 2.3049 -1.0168 -1.0172 -1.725 0.248 2.433 -0.993
O 2.0287 0.9023 1.1118 -1.211 -0.563 -2.891 -1.034
O -0.3058 -1.7572 -1.1753 -1.077 0.001 2.701 -0.953
O -1.1931 0.6217 -1.6139 -0.238 -0.942 1.686 -0.980
O 0.4787 -1.5823 1.8896 -0.602 1.883 -0.641 -1.005
H -0.5250 -1.7476 -0.1903 0.134 -0.409 -1.324 0.486
H -4.2133 1.0109 1.0777 -0.193 0.668 0.296 0.168
H 2.9616 -0.6863 -1.5858 1.321 0.643 -1.104 0.490
H 0.6600 -1.8291 -1.0319 0.470 0.510 -1.046 0.536
H -1.6689 1.0504 -2.3281 -0.118 -0.868 -0.498 0.506
H 1.1040 -2.2886 1.9728 0.746 -0.391 0.066 0.488
H -0.4002 2.5651 0.2820 1.790 -0.164 -0.485 0.479
H -0.0477 1.6697 -0.8727 0.917 0.388 0.548 0.516
H -2.9687 -0.3932 0.8418 -0.297 -0.159 -0.173 0.194
H 2.1970 -0.3501 -0.2718 0.602 -0.941 -1.075 0.509
H -1.0596 -0.4356 -1.4608 0.457 1.606 -1.428 0.538
H 1.4004 1.5446 0.5661 1.062 -1.195 0.944 0.496
H 2.0701 1.2998 1.9369 0.533 1.027 2.567 0.478
H 0.9698 -0.7271 1.7076 -0.212 -1.281 0.267 0.505
```
Positions in Å, forces in eV/Å.

Calculated values
total charge	+1
⟨S²⟩	0.7549
multiplicity	2
frontier orbital gap (alpha / beta)	9.478 / 3.751	eV
HOMO level (alpha / beta)	-0.51798 / -0.51796	Eh
ΔE to the lowest compared entry with this formula, charge and spin	0.616	eV

***

4.
Computed, not measured: 7 unconnected molecules or ions with the total composition H14O6S2 at a distorted geometry, with ωB97M-V with the def2-TZVPD basis set.

Structure (XYZ):
```
22
Properties=species:S:1:pos:R:3:forces:R:3:nbo_charge:R:1
S 5.2088 -1.1692 -2.2115 0.810 0.535 0.184 -0.128
S 4.2294 -0.0378 -0.7889 -0.609 0.096 -0.083 -0.126
O -1.4570 -2.1257 2.4781 0.510 -0.371 0.387 -0.956
O -4.7417 5.7450 1.8449 0.261 0.484 -0.318 -0.942
O -6.9038 0.5719 0.1970 -0.131 0.456 0.058 -0.955
O -3.7961 -0.0513 1.0625 -0.114 -0.188 -0.685 -0.944
O 2.7875 -2.7412 1.1494 0.572 1.154 -2.245 -1.028
O -1.5915 0.7838 -1.3752 -0.376 1.102 0.086 -0.932
H 3.7288 -2.6361 1.3776 -1.556 -0.856 1.029 0.513
H -2.0866 -1.8377 1.8178 -0.439 0.307 0.055 0.486
H -3.8628 5.8321 1.4447 -0.380 -0.170 0.232 0.471
H -1.5620 -0.1085 -1.6803 0.122 -0.997 -0.310 0.467
H -1.9086 -2.2041 3.3284 -0.091 0.154 -0.459 0.469
H -7.7468 1.0329 0.0366 0.512 -0.520 0.054 0.483
H -4.7811 4.8695 2.2245 0.123 -0.329 0.081 0.471
H 3.7059 1.0072 -1.4941 0.556 -0.394 0.023 0.133
H -4.6783 -0.1853 1.4152 -0.202 0.097 0.229 0.470
H -2.1382 1.2509 -2.0230 0.220 -0.109 0.182 0.465
H -3.9755 0.0884 0.1148 0.365 0.088 0.524 0.475
H 2.0182 -3.1219 1.5622 0.937 -0.302 1.225 0.515
H -7.0154 -0.3503 -0.0419 -0.346 -0.020 -0.117 0.473
H 4.2585 -1.4469 -3.0826 -0.745 -0.215 -0.132 0.121
```
Positions in Å, forces in eV/Å.

Calculated values
frontier orbital gap	8.979	eV
SMILES string	SS.O.O.O.O.O.O
HOMO level	-0.32184	Eh
ΔE to the lowest compared entry with this formula, charge and spin	2.107	eV

***

5.
Computed, not measured: a molecular structure, H14O7 at a distorted geometry, with ωB97M-V with the def2-TZVPD basis set.

Structure (XYZ):
```
21
Properties=species:S:1:pos:R:3:forces:R:3:nbo_charge:R:1
O 3.1047 -1.1565 -1.3194 1.367 0.066 -4.208 -0.962
O -2.9874 0.6096 -0.5213 -5.141 0.411 1.433 -0.918
O -1.6722 -1.2604 2.2443 -9.055 -0.043 0.232 -0.871
O -0.5522 -1.1430 -1.7812 0.032 -0.442 -1.078 -1.030
O 0.8042 0.0579 -0.2356 0.208 -5.508 1.021 -0.986
O 0.3747 -1.2363 2.0611 9.802 3.080 3.025 -0.956
O 1.2362 2.7681 -0.3751 -0.003 1.759 -2.021 -0.954
H 0.3233 -0.2660 0.5557 0.825 0.149 0.246 0.508
H -0.5234 -0.7762 -2.7222 0.793 -0.847 2.371 0.475
H 0.8655 0.9330 -0.2424 0.167 5.900 0.181 0.485
H -3.0306 1.3816 0.0410 -0.665 0.406 0.228 0.450
H -2.1205 0.5914 -0.6735 5.891 -0.954 -1.640 0.469
H 1.7899 2.4547 -1.1315 -0.372 0.260 0.909 0.480
H 2.3507 -0.8827 -0.8316 -1.334 0.711 0.539 0.488
H 0.2979 -1.1098 -1.1928 -2.055 0.689 -2.671 0.511
H -1.7313 -0.3202 2.3497 -0.059 1.102 0.386 0.481
H -2.5442 -1.4129 1.8092 0.781 -0.519 0.142 0.511
H 0.6971 -0.6678 2.9365 -1.052 -2.421 -3.612 0.450
H -0.5338 -1.2827 2.1185 -0.863 -1.255 -0.134 0.422
H 2.9560 -0.9253 -2.3365 0.190 -0.749 3.648 0.462
H 0.8955 3.6436 -0.7528 0.542 -1.795 1.002 0.485
```
Positions in Å, forces in eV/Å.

Calculated values
frontier orbital gap	9.934	eV
HOMO level	-0.36623	Eh
ΔE to the lowest compared entry with this formula, charge and spin	5.267	eV

***

6.
Computed, not measured: 7 unconnected molecules or ions with the total composition H14O7 at a distorted geometry, with ωB97M-V with the def2-TZVPD basis set.

Structure (XYZ):
```
21
Properties=species:S:1:pos:R:3:forces:R:3:nbo_charge:R:1
O -4.2969 2.5090 3.3453 0.889 0.108 0.251 -0.929
O -0.7594 -0.8846 -2.0963 -0.192 -0.136 -0.335 -0.979
O -1.1131 -0.1371 0.4631 -0.206 -0.096 0.196 -0.986
O -0.6222 2.4999 -1.1347 0.598 -0.041 -0.130 -0.941
O 1.9814 -1.0261 -0.8364 -0.143 0.165 -0.017 -0.992
O 3.5526 -3.6806 -0.5551 -0.101 0.902 -0.015 -0.941
O 1.4369 1.2492 0.9136 0.803 -0.988 -0.288 -0.974
H -3.3763 2.3019 3.5809 -0.423 -0.348 -0.172 0.464
H -1.6420 0.5099 0.9284 -0.476 0.084 0.092 0.474
H 2.2290 -1.9531 -0.8335 0.397 -0.304 0.148 0.492
H 1.1480 -1.0163 -1.3250 -0.183 0.138 -0.091 0.495
H 1.7058 1.9492 0.3157 -0.329 0.434 -0.096 0.480
H 2.0056 0.5100 0.5864 -0.642 0.297 0.329 0.502
H -0.6395 1.5993 -1.4602 0.429 -0.545 -0.167 0.480
H 3.6517 -4.3081 -1.2553 0.129 -0.498 -0.814 0.472
H -1.5488 2.6585 -1.0515 -1.011 0.601 0.210 0.460
H -1.3421 -1.3766 -2.6768 0.186 -0.126 -0.537 0.472
H -4.2970 3.4477 3.5509 -0.443 0.238 -0.082 0.465
H -0.2303 0.2251 0.6142 0.646 0.102 -0.131 0.510
H -1.2823 -0.8588 -1.2897 0.194 0.360 0.838 0.503
H 3.4388 -4.2185 0.2159 -0.119 -0.346 0.811 0.473
```
Positions in Å, forces in eV/Å.

Calculated values
frontier orbital gap	11.482	eV
SMILES string	O.O.O.O.O.O.O
HOMO level	-0.40351	Eh
ΔE to the lowest compared entry with this formula, charge and spin	1.227	eV